Entry 1:
Entry from OMol25: a single C3H5NOS molecule in a non-equilibrium geometry (ωB97M-V/def2-TZVPD).

The energy above the lowest of the compared OMol25 structures with the same formula, charge and spin is 17.2 kcal/mol. The calculation puts the LUMO energy at 0.63 eV. For the gap between HOMO and LUMO, the calculation gives 9.841 eV. As for the structure (SMILES): O=C1CNCS1. Its net charge is 0.

Geometry as XYZ:
```
11
C3H5NOS, DFT ωB97M-V/def2-TZVPD
O -1.19 -2.54 0.73
C -0.66 -1.45 0.61
C 0.80 -1.31 0.33
N 1.12 0.14 0.41
C 0.24 0.75 1.40
S -1.41 0.08 1.00
H 1.39 -1.81 1.12
H 1.00 -1.73 -0.65
H 0.97 0.56 -0.50
H 0.55 0.43 2.39
H 0.30 1.86 1.35
```

=====

Entry 2:
Entry from OMol25: a molecular structure, C24H24N8O4Rb in a non-equilibrium geometry (ωB97M-V/def2-TZVPD).

The energy above the lowest of the compared OMol25 structures with the same formula, charge and spin is 0.0 kcal/mol. The calculation puts the LUMO energy at -2.45 eV. For the gap between HOMO and LUMO, the calculation gives 9.232 eV. Its net charge is +1.

Geometry as XYZ:
```
61
C24H24N8O4Rb, DFT ωB97M-V/def2-TZVPD
Rb 0.20 1.79 -0.10
C 2.26 0.08 4.47
O 3.25 0.07 3.44
C 2.64 0.47 2.31
N 1.42 0.79 2.38
C 0.98 0.61 3.76
C -0.20 -0.32 3.85
C -1.17 -0.11 4.82
C -2.24 -0.99 4.95
C -2.35 -2.07 4.09
C -1.39 -2.28 3.11
C -0.32 -1.41 2.99
C 3.46 0.46 1.08
C 4.85 0.39 1.15
C 5.55 0.36 -0.04
C 4.86 0.38 -1.24
C 3.47 0.45 -1.19
N 2.79 0.50 -0.06
C 2.67 0.44 -2.43
N 1.44 0.74 -2.52
C 1.02 0.54 -3.90
C 2.32 0.04 -4.60
O 3.31 0.05 -3.55
C -0.14 -0.41 -4.00
C -0.27 -1.48 -3.12
C -1.34 -2.36 -3.25
C -2.28 -2.18 -4.25
C -2.16 -1.11 -5.12
C -1.09 -0.23 -5.00
H 2.60 0.72 5.28
H 2.13 -0.94 4.84
H 0.68 1.58 4.16
H -1.09 0.74 5.49
H -2.99 -0.82 5.71
H -3.18 -2.76 4.19
H -1.46 -3.14 2.45
H 0.43 -1.58 2.22
H 5.35 0.35 2.10
H 6.63 0.30 -0.04
H 5.37 0.34 -2.19
H 0.70 1.50 -4.31
H 2.66 0.70 -5.39
H 2.23 -0.98 -4.98
H 0.46 -1.63 -2.34
H -1.42 -3.20 -2.57
H -3.11 -2.87 -4.35
H -2.89 -0.96 -5.91
H -1.00 0.61 -5.68
N -2.51 -0.55 -0.18
N -3.64 0.16 0.19
C -3.63 1.50 0.32
N -4.77 2.08 0.69
N -2.48 2.10 0.02
N -2.34 3.42 0.21
O -1.28 3.87 -0.19
O -3.20 4.12 0.76
H -2.61 -0.94 -1.11
H -2.31 -1.27 0.50
H -4.53 -0.32 0.26
H -5.57 1.53 0.95
H -4.76 3.08 0.88
```

=====

Entry 3:
Entry from OMol25: a molecular structure, C3H3HgNaO3 in a non-equilibrium geometry (ωB97M-V/def2-TZVPD).

The energy above the lowest of the compared OMol25 structures with the same formula, charge and spin is 56.8 kcal/mol. The multiplicity is 3. The calculation puts the LUMO energy (spin up / spin down) at -0.60 / -2.58 eV. For the gap between HOMO and LUMO (spin up / spin down), the calculation gives 6.976 / 4.228 eV. Its expectation value of S² is 2.019. Its net charge is 0.

Geometry as XYZ:
```
11
C3H3HgNaO3, DFT ωB97M-V/def2-TZVPD
H -2.75 -0.77 -0.75
C -0.89 1.63 -1.26
C -0.55 0.48 -0.49
O 0.74 0.15 -0.37
C 1.16 -0.79 0.65
O 0.68 -0.60 1.76
O -2.08 1.85 -1.60
H -0.06 2.21 -1.70
H -1.22 0.17 0.32
Hg 2.38 -2.51 2.39
Na -4.04 0.79 -1.52
```

=====

Entry 4:
Entry from OMol25: 3 unconnected molecules or ions with the total composition C24H52BrClN3O5P in a non-equilibrium geometry (ωB97M-V/def2-TZVPD).

The calculation puts the LUMO energy at 0.47 eV. For the gap between HOMO and LUMO, the calculation gives 8.629 eV. As for the structure (SMILES): CC(=O)OCC(=O)O[C@@](CCCCN)(C[C@H](C)Br)P(O)Cl.CCN(CC)CC.CCN(CC)CC. Its net charge is 0.

Geometry as XYZ:
```
87
C24H52BrClN3O5P, DFT ωB97M-V/def2-TZVPD
C -1.01 -2.59 3.90
C -1.55 -1.85 2.70
O -0.98 -1.76 1.64
O -2.76 -1.31 2.95
C -3.32 -0.53 1.89
C -3.05 0.94 2.12
O -3.80 1.62 2.76
O -1.82 1.34 1.70
C -1.53 2.49 0.86
C -1.25 3.82 1.59
C -1.99 4.10 2.91
C -1.57 3.22 4.10
C -0.79 3.96 5.21
N -1.12 3.57 6.59
C -0.30 2.03 0.03
C 1.10 2.05 0.65
C 2.10 1.42 -0.30
Br 1.23 1.12 2.35
P -2.75 2.84 -0.56
O -3.31 1.30 -0.75
Cl -4.42 3.68 0.29
H -0.07 -2.13 4.20
H -1.71 -2.57 4.73
H -0.82 -3.63 3.60
H -2.94 -0.90 0.94
H -4.40 -0.66 1.94
H -0.18 3.93 1.79
H -1.51 4.62 0.88
H -3.06 4.08 2.77
H -1.73 5.14 3.16
H -0.96 2.39 3.75
H -2.46 2.78 4.55
H 0.28 3.76 5.09
H -0.93 5.04 5.12
H -1.19 2.56 6.64
H -2.04 3.92 6.82
H -0.49 1.03 -0.37
H -0.22 2.71 -0.83
H 1.40 3.08 0.84
H 3.12 1.70 -0.03
H 2.04 0.33 -0.21
H 1.89 1.70 -1.34
H -2.59 0.68 -0.59
C 7.01 0.49 0.70
C 6.38 -0.23 -0.48
N 6.62 0.43 -1.75
C 5.81 -0.08 -2.84
C 6.01 -1.53 -3.29
C 8.02 0.69 -2.07
C 8.97 -0.52 -2.12
H 6.68 1.53 0.74
H 6.70 0.00 1.63
H 8.10 0.47 0.67
H 5.29 -0.25 -0.33
H 6.71 -1.28 -0.48
H 5.94 0.59 -3.70
H 4.76 0.04 -2.53
H 6.93 -1.65 -3.86
H 5.19 -1.83 -3.93
H 6.05 -2.22 -2.44
H 8.41 1.40 -1.33
H 8.05 1.22 -3.02
H 8.82 -1.20 -1.29
H 10.01 -0.17 -2.07
H 8.87 -1.09 -3.05
C -6.50 -3.78 -4.24
C -5.49 -4.05 -3.13
N -4.26 -3.29 -3.29
C -3.20 -3.73 -2.41
C -3.38 -3.56 -0.89
C -4.42 -1.85 -3.41
C -5.15 -1.11 -2.28
H -6.05 -3.96 -5.22
H -7.36 -4.45 -4.13
H -6.88 -2.76 -4.22
H -5.22 -5.10 -3.16
H -5.98 -3.88 -2.16
H -2.28 -3.22 -2.71
H -3.03 -4.79 -2.62
H -3.27 -2.52 -0.58
H -2.62 -4.14 -0.36
H -4.36 -3.91 -0.56
H -4.95 -1.65 -4.35
H -3.43 -1.42 -3.55
H -6.05 -1.63 -1.96
H -5.45 -0.11 -2.62
H -4.51 -0.96 -1.41
```

=====

Entry 5:
Entry from OMol25: a molecular structure, C26H26BIN12Ru in a non-equilibrium geometry (ωB97M-V/def2-TZVPD).

The energy above the lowest of the compared OMol25 structures with the same formula, charge and spin is 5.2 kcal/mol. The multiplicity is 2. The calculation puts the LUMO energy (spin up / spin down) at -2.55 / -3.27 eV. For the gap between HOMO and LUMO (spin up / spin down), the calculation gives 7.982 / 7.285 eV. Its expectation value of S² is 0.757. Its net charge is +1.

Geometry as XYZ:
```
67
C26H26BIN12Ru, DFT ωB97M-V/def2-TZVPD
Ru 0.04 -0.03 0.12
C 0.97 -4.78 -1.00
C 0.08 -3.70 -1.06
N 0.52 -2.66 -0.36
N 1.70 -3.07 0.17
C 1.99 -4.32 -0.20
B 2.48 -2.12 1.10
N 1.52 -1.63 2.18
C 1.60 -1.79 3.51
C 0.39 -1.46 4.08
C -0.40 -1.07 3.00
N 0.29 -1.18 1.86
N 2.94 -0.93 0.23
C 4.17 -0.74 -0.27
C 4.08 0.20 -1.28
C 2.73 0.54 -1.32
N 2.05 -0.13 -0.38
H 0.88 -5.75 -1.46
H -0.86 -3.66 -1.59
H 2.89 -4.80 0.15
H 3.41 -2.70 1.58
H 2.51 -2.18 3.95
H 0.11 -1.49 5.12
H -1.42 -0.72 2.99
H 5.00 -1.32 0.09
H 4.87 0.57 -1.91
H 2.25 1.23 -1.98
I -2.68 0.84 0.30
C -2.24 1.92 2.01
C -3.25 2.51 2.72
C -2.93 3.25 3.88
C -1.63 3.38 4.26
C -0.58 2.79 3.51
C 0.76 2.98 3.93
C 1.77 2.41 3.22
C 1.48 1.60 2.10
C 0.19 1.37 1.64
C -0.87 2.01 2.36
H -4.28 2.42 2.40
H -3.73 3.71 4.45
H -1.37 3.95 5.14
H 0.96 3.59 4.80
H 2.80 2.56 3.51
H 2.32 1.13 1.61
C -3.52 -2.24 -5.15
C -2.68 -1.76 -4.00
C -2.97 -2.11 -2.69
C -2.16 -1.66 -1.66
N -1.09 -0.87 -1.86
C -0.81 -0.54 -3.12
C -1.57 -0.96 -4.20
H -4.41 -2.76 -4.81
H -2.94 -2.91 -5.78
H -3.83 -1.40 -5.78
H -3.82 -2.74 -2.45
H -2.36 -1.94 -0.64
H 0.06 0.07 -3.27
H -1.27 -0.66 -5.20
N -0.97 4.10 -3.29
N -0.29 3.39 -2.32
N 0.62 3.94 -1.56
C 0.91 2.96 -0.73
N 0.19 1.86 -1.00
N -0.59 2.17 -2.04
H -0.35 4.83 -3.62
H -1.25 3.46 -4.02
H 1.63 3.03 0.06
```

=====

Entry 6:
Entry from OMol25: 2 unconnected molecules or ions with the total composition C2H10N2 in a non-equilibrium geometry (ωB97M-V/def2-TZVPD).

The energy above the lowest of the compared OMol25 structures with the same formula, charge and spin is 52.0 kcal/mol. The calculation puts the LUMO energy at 1.02 eV. For the gap between HOMO and LUMO, the calculation gives 9.856 eV. As for the structure (SMILES): CN.CN. Its net charge is 0.

Geometry as XYZ:
```
14
C2H10N2, DFT ωB97M-V/def2-TZVPD
C -0.94 -0.64 -1.80
N -1.01 -1.35 -0.57
H -0.90 -1.32 -2.66
H -1.83 0.12 -1.89
H -0.07 0.12 -1.63
H -0.63 -0.63 0.10
H -2.05 -1.60 -0.10
C 1.40 0.78 0.73
N 0.20 0.78 1.72
H 1.28 1.57 0.09
H 2.42 0.78 1.17
H 1.18 -0.25 0.18
H 0.72 0.08 2.36
H 0.22 1.54 2.31
```

=====

Calculated E_tot (hartree), listed in the same order as above: -645.4843; -1691.8220; -657.3375; -4861.6945; -2080.6970; -191.6145